(1)
This record from the OMol25 dataset describes a 2-piece molecular cluster, CH4FNP2 overall. The level of theory is ωB97M-V/def2-TZVPD.

```
9
Properties=species:S:1:pos:R:3:forces:R:3:lowdin_charge:R:1
C 2.299 -0.070 -0.131 -2.8 0.5 -0.4 -0.553
N 2.159 -1.225 -0.532 0.4 -0.4 -0.1 0.078
F 3.394 0.369 0.419 0.5 0.4 0.1 0.053
P -0.597 -0.228 -0.007 -0.8 -1.0 -0.6 0.415
P 0.459 1.613 -0.312 3.3 -1.4 -0.8 0.496
H 1.302 -1.675 -0.907 0.7 1.2 0.5 0.017
H -1.096 0.218 1.185 0.1 0.2 1.4 -0.182
H -1.893 0.045 -0.445 -0.4 0.3 -0.8 -0.171
H 1.061 1.373 -1.644 -1.1 0.2 0.7 -0.152
```
Forces are in eV/Å.

Values from the calculation:
Relative energy (zero: lowest compared OMol25 entry of this formula, charge and spin) in kJ/mol: 323.0
Maximum force in eV/Å: 3.67
Multiplicity: 1
E_LUMO in eV: -0.56



(2)
This record from the OMol25 dataset describes the molecule C16H32O. The level of theory is ωB97M-V/def2-TZVPD.

```
49
Properties=species:S:1:pos:R:3:forces:R:3:lowdin_charge:R:1
C -6.471 -2.913 0.599 -0.1 0.2 -0.2 -0.116
C -6.288 -1.914 -0.537 0.2 -0.1 0.0 -0.269
C -5.085 -0.989 -0.343 -0.4 0.1 0.1 -0.233
C -5.282 0.023 0.784 0.3 -0.1 0.0 -0.221
C -4.070 0.928 1.010 -0.3 0.2 0.0 -0.210
C -3.766 1.869 -0.165 0.1 -0.2 0.0 -0.209
C -2.601 1.409 -1.044 0.0 0.3 0.2 -0.222
C -1.243 1.632 -0.382 -0.1 -0.3 -0.4 -0.222
C -0.101 1.111 -1.252 0.1 0.3 0.2 -0.218
C 1.288 1.405 -0.683 -0.2 -0.3 0.0 -0.218
C 1.587 0.632 0.600 0.2 0.3 0.0 -0.218
C 2.998 0.879 1.137 -0.1 -0.3 -0.2 -0.217
C 4.091 0.236 0.285 0.1 0.3 0.4 -0.220
C 5.476 0.432 0.899 -0.1 -0.1 -0.3 -0.220
C 6.561 -0.229 0.049 0.0 0.2 0.0 -0.172
C 6.408 -1.721 0.016 0.0 0.2 0.2 -0.296
O 6.512 -2.414 -0.955 0.0 -0.2 -0.2 0.061
H -6.696 -2.408 1.535 0.0 0.0 0.1 0.061
H -7.292 -3.591 0.377 -0.1 -0.1 0.1 0.067
H -5.567 -3.503 0.736 0.1 -0.1 0.1 0.072
H -6.154 -2.467 -1.470 -0.1 0.0 0.0 0.102
H -7.193 -1.310 -0.639 0.0 0.0 -0.1 0.106
H -4.911 -0.451 -1.277 0.1 0.0 -0.1 0.103
H -4.199 -1.593 -0.134 0.1 0.0 -0.1 0.115
H -6.156 0.641 0.562 -0.1 0.0 0.0 0.116
H -5.484 -0.512 1.715 -0.1 0.0 0.0 0.102
H -4.261 1.523 1.907 0.1 0.0 0.1 0.106
H -3.199 0.303 1.217 0.1 0.0 0.1 0.103
H -3.530 2.865 0.215 0.0 0.1 0.0 0.106
H -4.663 1.967 -0.781 -0.1 0.1 0.0 0.106
H -2.713 0.350 -1.282 0.0 -0.1 -0.1 0.102
H -2.626 1.963 -1.986 0.0 -0.1 -0.1 0.113
H -1.225 1.130 0.586 0.0 0.0 0.1 0.099
H -1.101 2.701 -0.203 0.0 0.1 0.1 0.120
H -0.212 0.032 -1.385 0.0 -0.1 -0.1 0.115
H -0.177 1.573 -2.239 0.0 -0.1 -0.1 0.111
H 1.378 2.477 -0.487 0.1 0.1 0.0 0.116
H 2.028 1.143 -1.441 0.1 0.1 0.0 0.102
H 1.455 -0.437 0.416 -0.1 -0.1 0.0 0.117
H 0.872 0.928 1.370 -0.1 -0.1 0.0 0.104
H 3.063 0.473 2.149 0.1 0.1 0.1 0.112
H 3.176 1.955 1.202 0.0 0.1 0.1 0.115
H 3.890 -0.834 0.185 -0.1 -0.1 -0.1 0.118
H 4.084 0.668 -0.717 0.0 -0.1 -0.1 0.113
H 5.494 0.007 1.905 0.0 0.1 0.1 0.112
H 5.687 1.500 0.986 0.0 0.0 0.1 0.116
H 6.555 0.160 -0.970 0.1 -0.1 0.0 0.121
H 7.543 -0.024 0.489 0.1 0.0 0.0 0.122
H 6.194 -2.162 1.012 0.0 -0.2 0.0 0.128
```
Forces are in eV/Å.

Values from the calculation:
Relative energy (zero: lowest compared OMol25 entry of this formula, charge and spin) in kJ/mol: 17.0
SMILES: CCCCCCCCCCCCCCCC=O
Maximum force in eV/Å: 0.48
Multiplicity: 1
E_LUMO in eV: 1.01



(3)
This record from the OMol25 dataset describes a 2-piece molecular cluster, C22H20BCl4N3O3 overall. The level of theory is ωB97M-V/def2-TZVPD.

```
53
Properties=species:S:1:pos:R:3:forces:R:3:lowdin_charge:R:1
Cl 2.757 -0.381 3.235 -0.4 0.4 0.0 0.426
B 1.325 0.889 3.360 -0.8 -0.1 0.1 -1.872
Cl 0.571 0.972 5.090 0.3 -0.2 -0.2 0.460
Cl 1.987 2.611 2.996 0.0 0.0 -0.4 0.450
O 0.335 0.451 2.407 0.1 -0.9 -1.0 -0.225
C -0.819 1.111 1.934 1.6 1.7 2.1 -0.219
C -1.945 1.201 2.927 0.0 0.4 -1.4 -0.235
C -2.549 2.441 3.066 -0.4 -0.3 0.6 -0.033
C -3.745 2.542 3.767 -0.3 -0.9 0.3 -0.093
C -4.328 1.352 4.251 0.8 0.0 -0.8 -0.670
Cl -5.839 1.451 5.077 -0.3 0.0 0.2 0.652
C -3.785 0.076 3.964 -0.2 0.9 0.2 -0.090
C -2.584 0.016 3.270 -0.4 0.1 0.5 -0.034
H -0.519 2.114 1.576 -0.2 -0.1 0.2 0.109
H -2.117 3.302 2.569 0.1 0.0 0.3 0.118
H -4.245 3.499 3.906 0.1 -0.3 0.0 0.104
H -4.327 -0.820 4.254 0.1 0.2 0.0 0.102
H -2.166 -0.934 2.925 -0.1 0.3 0.4 0.128
C 1.367 -2.310 0.282 -0.1 -0.4 0.4 0.033
N 0.350 -1.641 -0.519 0.7 1.6 -1.0 0.029
C 0.518 -0.391 -1.038 -3.0 -1.6 0.8 -0.122
H -1.285 0.635 1.126 0.0 -1.4 -1.6 0.090
C 1.810 0.221 -1.318 0.6 0.3 0.1 -0.130
C 2.324 -0.252 -2.556 -0.1 0.3 0.3 0.010
C 3.557 0.202 -2.974 -0.2 0.3 0.6 0.025
C 4.218 1.123 -2.151 -1.4 -0.6 0.2 -0.139
N 5.463 1.573 -2.665 3.8 1.2 -1.9 -0.306
O 6.171 2.380 -2.032 -1.8 -1.6 -0.8 0.090
O 5.808 1.117 -3.790 -0.6 1.0 2.3 0.044
C 3.708 1.600 -0.940 0.6 -0.2 -0.7 0.060
C 2.493 1.126 -0.482 -0.6 -0.8 -1.0 0.048
N -0.672 -0.037 -1.622 1.5 -0.3 -0.1 0.011
C -0.911 1.252 -2.265 -0.2 0.1 -0.2 0.025
C -1.435 -1.211 -1.831 1.3 -0.2 0.1 -0.117
C -0.786 -2.222 -1.106 0.6 0.8 -0.6 -0.125
C -0.903 -3.559 -1.452 -0.5 -0.5 0.0 0.002
C -1.668 -3.882 -2.567 0.0 0.1 0.4 -0.057
C -2.298 -2.874 -3.315 -0.2 0.1 0.2 -0.062
C -2.198 -1.536 -2.948 -0.5 -0.2 -0.1 -0.004
H 0.889 -3.234 0.628 0.4 0.3 0.2 0.101
H 2.276 -2.561 -0.284 -0.4 0.2 0.0 0.113
H 1.622 -1.664 1.135 -0.1 -0.2 -0.1 0.053
H 1.787 -0.955 -3.214 0.1 0.4 0.7 0.141
H 4.009 -0.114 -3.907 -0.1 0.1 0.3 0.126
H 4.272 2.332 -0.393 0.2 0.1 0.2 0.132
H 2.066 1.437 0.463 0.1 0.0 0.1 0.083
H -1.931 1.177 -2.664 0.4 0.4 0.1 0.096
H -0.844 2.082 -1.540 -0.1 -0.5 -0.3 0.111
H -0.200 1.426 -3.087 -0.2 -0.1 0.3 0.106
H -0.341 -4.295 -0.895 0.0 -0.2 -0.1 0.114
H -1.756 -4.919 -2.892 0.1 0.3 0.1 0.115
H -2.848 -3.164 -4.212 0.1 0.2 0.3 0.115
H -2.640 -0.757 -3.550 0.0 0.0 -0.1 0.110
```
Forces are in eV/Å.

Values from the calculation:
Maximum force in eV/Å: 4.38
Multiplicity: 1
E_LUMO in eV: -1.85



(4)
This record from the OMol25 dataset describes a 2-piece molecular cluster, C2H7O2 overall. The level of theory is ωB97M-V/def2-TZVPD.

```
11
Properties=species:S:1:pos:R:3:forces:R:3:lowdin_charge:R:1
C -0.118 -0.231 0.911 -0.8 -0.4 0.8 -0.602
O 0.496 0.951 0.710 -0.3 -0.2 0.1 -0.345
C 0.294 -1.305 -0.080 0.7 0.1 -0.6 -0.154
H 0.006 -0.695 1.931 0.3 0.2 0.0 0.071
H -1.246 -0.202 0.865 0.0 0.3 -0.2 0.078
H -0.229 -2.254 -0.014 -0.5 -0.2 0.1 0.041
H 0.201 -0.887 -1.090 -0.1 -0.2 0.0 0.057
H 1.350 -1.532 0.064 0.3 0.0 0.0 0.048
H -0.374 1.423 -0.626 0.7 0.6 0.2 -0.023
H 0.142 2.702 -1.254 0.1 0.0 0.1 -0.006
O -0.521 2.030 -1.418 -0.6 -0.1 -0.4 -0.164
```
Forces are in eV/Å.

Values from the calculation:
Relative energy (zero: lowest compared OMol25 entry of this formula, charge and spin) in kJ/mol: 21.4
Maximum force in eV/Å: 1.17
Multiplicity: 1
Charge: -1
E_LUMO in eV: 4.78



(5)
This record from the OMol25 dataset describes C13H38B2N4O7Si2 as an isolated structure. The level of theory is ωB97M-V/def2-TZVPD.

```
66
Properties=species:S:1:pos:R:3:forces:R:3:lowdin_charge:R:1
C 0.965 -3.221 0.893 -0.3 -0.6 0.2 -0.132
C 0.115 -1.798 0.882 -0.1 -0.3 -0.5 -0.185
B -1.379 -2.143 0.284 0.6 -2.3 3.0 -0.367
O -2.220 -3.076 1.105 0.4 2.8 -0.4 -0.047
Si -2.099 -1.468 -1.402 -0.7 -0.9 -2.3 0.544
O -0.898 -1.686 -2.665 -2.0 1.4 -0.7 -0.436
Si -1.255 -0.744 -4.104 0.3 -0.8 0.9 0.587
O -3.706 -2.061 -1.785 3.1 -1.4 -0.1 -0.277
C -3.747 -3.521 -1.955 -1.6 -1.1 0.6 -0.214
C -5.305 -3.977 -1.552 0.3 0.7 -0.7 -0.170
N -6.004 -2.809 -0.824 -0.6 -2.0 0.5 -0.110
C -5.741 -2.857 0.665 -0.5 -0.9 1.3 -0.164
C -5.617 -1.400 1.402 -0.1 1.4 0.1 -0.333
C -5.697 -0.102 0.405 0.0 0.5 0.2 -0.077
O -6.773 -1.267 2.348 1.2 1.1 -0.3 -0.145
B -2.304 0.471 -1.121 -1.9 3.2 -0.7 -0.514
N -1.457 1.288 -0.163 -2.2 0.9 -0.6 0.082
O -3.397 1.152 -1.886 1.2 -0.8 2.5 -0.039
H 0.222 -4.070 1.278 1.7 1.8 -0.7 0.084
H 1.335 -3.553 -0.179 -0.8 0.9 2.2 0.087
H 1.890 -3.189 1.626 -1.9 0.1 -1.6 0.082
H 0.586 -0.978 0.174 -0.5 -1.6 1.8 0.096
H -0.010 -1.443 1.998 0.4 -0.5 -2.2 0.125
H -2.942 -2.548 1.558 1.0 -1.0 -0.9 0.074
H -2.704 -0.474 -4.202 0.0 -0.2 0.2 -0.040
H -0.600 0.584 -4.129 0.2 -0.1 0.4 -0.060
H -0.832 -1.396 -5.366 0.1 -0.3 0.3 -0.074
H -3.054 -4.128 -1.235 -0.9 1.5 -1.2 0.117
H -3.552 -3.900 -3.049 -0.2 1.1 2.0 0.129
H -5.239 -4.943 -0.893 -0.3 1.6 -1.4 0.116
H -5.859 -4.158 -2.582 0.9 0.2 2.4 0.125
H -7.057 -2.933 -0.921 2.0 0.1 -0.1 0.123
H -4.799 -3.544 0.916 -1.9 1.7 -0.7 0.126
H -6.670 -3.409 1.170 2.0 1.3 -0.7 0.138
H -4.644 -1.269 2.067 -1.7 -0.6 -1.4 0.134
H -5.223 -0.264 -0.655 -1.2 0.0 2.0 0.069
H -6.843 0.213 0.356 2.5 -0.7 -0.2 0.104
H -5.111 0.817 0.892 -1.3 -1.9 -0.8 0.086
H -6.787 -0.332 2.740 0.3 -2.0 -1.0 0.110
H -2.062 1.439 0.699 1.2 -0.3 -0.9 0.099
H -1.428 2.258 -0.598 0.0 -1.3 0.8 0.090
H -3.933 1.728 -1.266 1.2 -0.6 -1.1 0.094
C 3.354 1.934 1.334 -0.7 0.2 -0.7 -0.322
O 2.576 1.673 2.242 0.3 0.2 -0.7 -0.002
N 2.996 2.309 0.057 0.6 -0.3 1.3 -0.199
C 3.981 2.602 -0.963 -0.1 -0.1 0.1 -0.062
C 1.591 2.412 -0.278 0.0 -0.3 0.4 -0.067
H 4.446 1.887 1.481 -0.1 0.0 -0.2 0.105
H 3.843 3.633 -1.302 0.2 -0.1 -0.1 0.092
H 3.836 1.916 -1.803 0.1 0.1 -0.1 0.091
H 4.997 2.485 -0.575 -0.3 0.1 -0.1 0.047
H 1.121 3.148 0.381 -0.2 -0.1 -0.1 0.091
H 1.114 1.440 -0.117 -0.2 0.3 0.0 0.059
H 1.463 2.716 -1.320 0.2 -0.1 0.2 0.088
C 8.075 3.069 0.172 -0.4 0.1 0.7 -0.305
O 7.087 2.865 -0.522 0.6 0.2 0.7 -0.004
N 8.061 3.351 1.521 0.2 -0.3 -1.5 -0.204
C 9.278 3.581 2.272 -0.2 0.0 0.0 -0.065
C 6.790 3.420 2.212 -0.2 -0.1 -0.3 -0.045
H 9.092 3.040 -0.253 0.0 0.0 0.1 0.132
H 9.346 2.838 3.071 0.2 0.1 0.0 0.090
H 9.242 4.585 2.705 0.2 -0.1 0.1 0.090
H 10.159 3.499 1.629 -0.2 0.0 0.0 0.085
H 6.278 2.459 2.112 0.0 0.2 0.2 0.073
H 6.174 4.197 1.747 -0.1 -0.1 0.2 0.099
H 6.937 3.651 3.270 0.1 -0.1 -0.2 0.093
```
Forces are in eV/Å.

Values from the calculation:
Relative energy (zero: lowest compared OMol25 entry of this formula, charge and spin) in kJ/mol: 369.2
Maximum force in eV/Å: 3.80
Multiplicity: 1
E_LUMO in eV: -0.41